{"formula": "O4RbS", "method": "ωB97M-V/def2-TZVPD", "gap_ev": 3.88, "e_above_lowest_ev": 0.632, "max_force_ev_per_a": 3.35, "homo_energy_ev": -2.619, "total_energy_ha": -723.2896, "charge": -1, "species": ["Rb", "S", "O", "O", "O", "O"], "positions_angstrom": [[2.084, -2.092, -0.590], [-0.408, 0.478, 0.109], [-0.402, 1.924, -0.130], [-1.650, 0.029, 0.813], [-0.396, -0.399, -1.110], [0.771, 0.060, 0.907]], "mulliken_charge": [0.89, 1.24, -0.71, -0.76, -0.83, -0.83]}

=====

{"formula": "C28H44Cl5I2MoN4O2S3Si", "method": "ωB97M-V/def2-TZVPD", "gap_ev": 3.69, "e_above_lowest_ev": 0.345, "max_force_ev_per_a": 1.01, "homo_energy_ev": -13.642, "total_energy_ha": -5910.6666, "charge": 3, "species": ["Mo", "I", "C", "I", "H", "H", "Cl", "C", "Cl", "H", "H", "Cl", "C", "C", "C", "C", "C", "C", "N", "C", "C", "N", "C", "O", "C", "C", "C", "Cl", "S", "C", "C", "C", "Cl", "C", "H", "H", "H", "H", "H", "H", "H", "H", "H", "H", "H", "H", "H", "C", "C", "N", "C", "S", "N", "C", "C", "H", "H", "H", "H", "H", "H", "H", "H", "H", "H", "H", "H", "C", "Si", "C", "C", "O", "H", "H", "H", "H", "H", "H", "H", "H", "H", "C", "S", "C", "H", "H", "H", "H", "H", "H"], "positions_angstrom": [[0.701, 1.006, -0.221], [2.506, -1.088, 0.250], [2.433, -2.111, 2.165], [1.040, -1.484, 3.595], [3.440, -2.019, 2.553], [2.210, -3.128, 1.863], [-1.696, 2.598, -3.862], [-2.582, 2.069, -2.456], [-1.733, 2.472, -0.913], [-2.718, 0.994, -2.481], [-3.525, 2.603, -2.398], [-4.778, 4.912, -1.300], [-4.838, 3.643, -0.128], [-5.513, 2.470, -0.417], [-5.488, 1.441, 0.512], [-4.811, 1.546, 1.724], [-4.915, 0.380, 2.692], [-3.590, -0.252, 3.138], [-2.633, -0.448, 2.049], [-2.517, -1.549, 1.231], [-1.488, -1.294, 0.386], [-0.961, -0.042, 0.688], [-1.697, 0.424, 1.700], [-5.517, 0.730, 3.914], [-6.940, 0.902, 3.867], [-7.665, -0.374, 3.566], [-7.649, -1.478, 4.400], [-6.829, -1.599, 5.887], [-8.609, -2.765, 3.813], [-9.048, -1.856, 2.435], [-8.476, -0.610, 2.431], [-4.162, 2.756, 1.985], [-3.293, 3.030, 3.472], [-4.174, 3.803, 1.079], [-6.065, 2.372, -1.342], [-6.029, 0.526, 0.296], [-5.509, -0.388, 2.177], [-3.791, -1.219, 3.595], [-3.122, 0.382, 3.884], [-3.160, -2.407, 1.329], [-1.083, -1.910, -0.395], [-1.587, 1.373, 2.198], [-7.210, 1.666, 3.133], [-7.202, 1.276, 4.855], [-9.718, -2.276, 1.701], [-8.661, 0.124, 1.658], [-3.674, 4.734, 1.311], [0.429, -4.044, -3.691], [0.185, -2.622, -4.162], [1.370, -1.777, -3.929], [1.493, -0.756, -3.110], [0.092, -0.155, -2.229], [2.661, -0.127, -2.995], [3.899, -0.485, -3.709], [4.657, -1.632, -3.061], [-0.446, -4.656, -3.904], [0.619, -4.075, -2.617], [1.277, -4.495, -4.207], [-0.657, -2.167, -3.650], [-0.024, -2.589, -5.231], [2.193, -2.045, -4.454], [2.652, 0.719, -2.447], [4.508, 0.417, -3.736], [3.649, -0.700, -4.751], [4.933, -1.385, -2.036], [5.575, -1.824, -3.615], [4.076, -2.556, -3.050], [0.745, 5.383, -1.203], [1.924, 4.033, -1.637], [1.964, 3.624, -3.442], [3.598, 4.232, -0.881], [1.357, 2.496, -0.890], [0.889, 6.186, -1.934], [0.927, 5.816, -0.220], [-0.296, 5.074, -1.276], [2.844, 4.081, -3.902], [1.086, 4.006, -3.955], [2.013, 2.549, -3.631], [3.929, 5.266, -1.019], [4.347, 3.590, -1.349], [3.600, 4.042, 0.190], [2.757, 2.039, 2.527], [1.001, 1.925, 2.140], [0.565, 3.673, 2.048], [2.867, 2.675, 3.404], [3.320, 2.444, 1.692], [3.110, 1.040, 2.773], [1.253, 4.199, 1.394], [0.601, 4.088, 3.054], [-0.451, 3.752, 1.662]], "mulliken_charge": [0.69, 0.15, -1.03, 0.18, 0.50, 0.57, -0.10, -0.61, 0.18, 0.36, 0.27, -0.11, -0.04, -0.93, -0.49, 0.55, -0.53, -1.93, 0.43, -0.85, -1.26, 1.63, -0.87, -0.33, -0.83, 0.35, 0.52, -0.18, -0.13, -0.44, -0.67, 1.13, -0.11, -0.78, 0.54, 0.53, 0.64, 0.44, 0.53, 0.57, 0.67, 0.22, 0.31, 0.44, 0.44, 0.43, 0.54, -1.18, -0.48, -0.12, 0.68, -0.31, 0.08, -0.95, -0.85, 0.39, 0.27, 0.40, 0.32, 0.38, 0.24, -0.05, 0.42, 0.47, 0.24, 0.40, 0.28, -1.02, 0.47, -0.93, -0.96, -0.06, 0.46, 0.36, 0.30, 0.39, 0.30, 0.16, 0.42, 0.34, 0.22, -0.85, 0.28, -0.72, 0.46, 0.13, 0.29, 0.05, 0.58, 0.08]}

=====

{"formula": "C10H14S", "method": "ωB97M-V/def2-TZVPD", "gap_ev": 9.71, "e_above_lowest_ev": 3.358, "max_force_ev_per_a": 11.66, "homo_energy_ev": -8.861, "total_energy_ha": -787.4719, "charge": 0, "species": ["C", "C", "C", "C", "C", "C", "C", "C", "C", "C", "S", "H", "H", "H", "H", "H", "H", "H", "H", "H", "H", "H", "H", "H", "H"], "positions_angstrom": [[1.105, 2.868, -1.223], [0.545, 3.723, -2.111], [0.105, 1.867, -0.838], [-0.999, 1.895, -1.513], [0.299, 0.993, 0.329], [-1.382, -0.938, -0.144], [0.017, -0.504, -0.030], [-2.429, -0.504, 0.708], [0.846, -0.748, -1.293], [0.651, -1.204, 1.133], [-0.975, 3.259, -2.737], [2.051, 3.066, -0.711], [1.106, 4.584, -2.719], [1.207, 1.137, 0.713], [-0.529, 1.277, 0.971], [-1.586, -1.935, -0.533], [-2.389, 0.238, 1.612], [-3.327, -0.853, 0.304], [-1.633, 1.297, -1.306], [1.705, -0.156, -1.224], [0.285, -0.522, -2.173], [1.131, -1.801, -1.213], [0.264, -0.762, 2.180], [1.756, -0.919, 1.200], [0.389, -2.243, 1.059]], "mulliken_charge": [-1.05, -0.13, 0.61, -1.10, -1.49, -0.77, 2.20, -0.91, -1.90, -1.65, -0.15, 0.32, 0.26, 0.65, 0.27, 0.41, 0.22, 0.37, 1.34, 0.40, 0.39, 0.52, 0.27, 0.38, 0.51]}

=====

{"formula": "CHAgCl3F", "method": "ωB97M-V/def2-TZVPD", "gap_ev": [9.27, 7.09], "e_above_lowest_ev": 0.000, "max_force_ev_per_a": 1.64, "homo_energy_ev": [-15.386, -15.385], "multiplicity": 2, "s_squared": 0.756, "total_energy_ha": -1665.7053, "charge": 1, "species": ["Ag", "F", "C", "Cl", "Cl", "Cl", "H"], "positions_angstrom": [[31.017, -12.414, 7.748], [30.228, -14.358, 6.913], [30.321, -14.237, 4.413], [31.593, -15.041, 5.339], [30.006, -15.047, 2.901], [30.717, -12.528, 4.160], [29.425, -14.253, 5.020]], "mulliken_charge": [0.91, -0.45, 0.17, 0.20, -0.06, -0.10, 0.32]}

=====

{"formula": "C21H19N5OPdS", "method": "ωB97M-V/def2-TZVPD", "gap_ev": [6.11, 5.56], "e_above_lowest_ev": 0.045, "max_force_ev_per_a": 0.56, "homo_energy_ev": [-13.073, -15.011], "multiplicity": 5, "s_squared": 6.086, "total_energy_ha": -1686.0758, "charge": 2, "species": ["Pd", "S", "C", "C", "C", "C", "C", "C", "C", "C", "C", "N", "H", "H", "H", "H", "H", "H", "C", "C", "C", "C", "C", "C", "C", "C", "N", "H", "H", "H", "H", "H", "H", "C", "N", "C", "C", "O", "N", "C", "N", "H", "H", "H", "H", "H", "H", "H"], "positions_angstrom": [[0.363, 1.108, 0.351], [0.638, 4.768, -2.293], [-0.883, 4.888, -1.522], [-1.162, 3.826, -0.670], [-0.155, 2.871, -0.631], [0.911, 3.261, -1.528], [2.060, 2.417, -1.713], [3.129, 2.694, -2.558], [4.185, 1.792, -2.632], [4.141, 0.647, -1.862], [3.037, 0.421, -1.033], [2.035, 1.278, -0.965], [-1.499, 5.757, -1.700], [-2.077, 3.804, -0.095], [3.138, 3.601, -3.148], [5.026, 1.992, -3.282], [4.940, -0.081, -1.882], [2.956, -0.468, -0.421], [0.053, 1.458, 2.793], [-0.051, 0.085, 3.038], [1.091, -0.710, 3.353], [0.986, -2.069, 3.486], [-0.261, -2.689, 3.311], [-1.416, -1.928, 3.064], [-1.318, -0.568, 2.939], [-0.364, -4.113, 3.349], [-0.477, -5.257, 3.330], [0.993, 1.985, 2.930], [-0.846, 2.061, 2.727], [2.051, -0.224, 3.478], [1.853, -2.673, 3.711], [-2.373, -2.425, 2.988], [-2.203, 0.031, 2.761], [-3.057, -2.931, -2.044], [-1.990, -2.164, -1.422], [-0.859, -2.753, -0.720], [-0.135, -1.511, -0.256], [0.900, -1.426, 0.381], [-0.839, -0.405, -0.647], [-1.930, -0.839, -1.312], [-2.847, -0.012, -1.797], [-2.655, -3.892, -2.356], [-3.411, -2.426, -2.942], [-3.885, -3.098, -1.353], [-0.234, -3.359, -1.377], [-1.172, -3.359, 0.134], [-2.713, 0.980, -1.703], [-3.673, -0.344, -2.264]], "mulliken_charge": [-0.36, -0.09, -0.29, -0.10, 0.02, 0.06, 1.36, -0.74, -0.44, -0.88, -0.24, -0.04, 0.51, 0.46, 0.40, 0.47, 0.45, 0.65, -1.65, 1.37, -0.79, -0.48, 0.62, -0.61, -0.61, -0.15, -0.41, 0.43, 0.40, 0.47, 0.51, 0.56, 0.46, -1.04, 0.03, -0.50, 0.35, -0.41, 0.21, 0.22, -0.34, 0.35, 0.41, 0.34, 0.37, 0.32, 0.16, 0.20]}

=====

{"formula": "C6H11BrO", "method": "ωB97M-V/def2-TZVPD", "gap_ev": 10.98, "e_above_lowest_ev": 0.000, "max_force_ev_per_a": 4.28, "homo_energy_ev": -10.163, "total_energy_ha": -2884.4033, "charge": 0, "species": ["C", "C", "C", "C", "C", "C", "O", "Br", "H", "H", "H", "H", "H", "H", "H", "H", "H", "H", "H"], "positions_angstrom": [[-1.797, 0.329, -0.542], [-0.964, 1.428, -0.052], [-0.512, 0.015, 0.104], [-0.596, -0.601, 1.566], [1.858, 0.230, -0.128], [0.640, -0.406, -0.698], [0.769, -1.802, -0.691], [3.420, 0.058, -1.432], [-2.785, -0.001, -0.065], [-1.872, 0.098, -1.622], [-0.564, 2.176, -0.786], [-1.332, 1.906, 0.951], [-0.110, -0.049, 2.265], [-0.167, -1.578, 1.621], [-1.612, -0.685, 1.911], [1.652, 1.233, -0.065], [2.147, -0.196, 0.827], [0.392, -0.069, -1.664], [1.432, -2.085, -1.499]], "mulliken_charge": [-0.81, -0.55, 0.95, -1.88, -0.76, -0.21, -0.58, -0.24, 0.22, 0.23, 0.29, 0.23, 0.44, 0.42, 0.46, 0.53, 0.41, 0.46, 0.39]}

=====

{"formula": "C2H5NOS2", "method": "ωB97M-V/def2-TZVPD", "gap_ev": 9.20, "e_above_lowest_ev": 1.143, "max_force_ev_per_a": 2.87, "homo_energy_ev": -9.050, "total_energy_ha": -1005.5318, "charge": 0, "species": ["C", "C", "H", "H", "H", "H", "H", "N", "O", "S", "S"], "positions_angstrom": [[1.149, 0.110, 0.099], [0.146, -0.849, 0.683], [0.340, 0.601, -1.958], [2.089, -0.058, 0.605], [1.002, 1.241, 0.331], [-1.889, -0.925, 0.914], [-1.943, 1.709, -0.027], [-1.163, -0.472, 0.404], [0.527, -1.674, 1.476], [1.332, -0.424, -1.655], [-1.591, 0.742, -0.872]], "mulliken_charge": [-0.78, 0.73, 0.15, 0.29, 0.33, 0.25, 0.17, -0.24, -0.57, -0.17, -0.15]}

=====

{"formula": "C2H6NO2P", "method": "ωB97M-V/def2-TZVPD", "gap_ev": 9.93, "e_above_lowest_ev": 0.843, "max_force_ev_per_a": 4.37, "homo_energy_ev": -9.107, "total_energy_ha": -626.3894, "charge": 0, "species": ["C", "C", "N", "O", "O", "P", "H", "H", "H", "H", "H", "H"], "positions_angstrom": [[1.444, 0.030, 0.007], [-1.615, 1.144, -0.234], [1.944, -1.145, -0.316], [1.932, 1.150, 0.153], [-1.049, -1.601, -0.059], [-0.634, -0.273, 0.347], [-2.641, 0.649, 0.132], [-1.361, 1.953, 0.322], [-1.513, 1.446, -1.323], [2.969, -1.444, -0.263], [1.182, -1.860, -0.555], [-0.658, -0.050, 1.790]], "mulliken_charge": [0.48, -0.77, -0.39, -0.57, -0.67, 0.43, 0.24, 0.35, 0.29, 0.25, 0.26, 0.10]}